[1]
# C25H26Cl2N11O2PS3SeZr

A structure of composition C25H26Cl2N11O2PS3SeZr in a non-equilibrium geometry (wB97M-V/def2-TZVPD, OMol25).

```
72
Properties=species:S:1:pos:R:3
Zr 0.23 -0.14 -0.05
S -1.39 0.51 1.92
C -0.22 1.46 2.84
N -0.56 2.12 3.94
N -1.79 2.13 4.28
C -2.28 2.54 5.49
C -3.67 2.52 5.68
C -4.20 2.83 6.91
C -3.35 3.16 7.97
C -1.98 3.20 7.78
C -1.43 2.91 6.55
N 1.05 1.49 2.50
N 1.48 0.72 1.53
C 2.86 0.84 1.33
C 3.55 2.00 1.70
C 4.91 2.10 1.50
C 5.61 1.04 0.93
C 4.93 -0.12 0.59
C 3.57 -0.24 0.79
H -2.48 1.71 3.63
H -4.31 2.26 4.85
H -5.27 2.80 7.05
H -3.77 3.37 8.94
H -1.33 3.46 8.61
H -0.36 2.92 6.39
H 2.99 2.80 2.17
H 5.43 3.01 1.78
H 6.67 1.11 0.77
H 5.49 -0.95 0.18
H 3.05 -1.17 0.59
S -1.54 1.55 -0.92
C -2.16 0.35 -1.97
S -0.97 -0.48 -3.04
C -3.45 -0.10 -1.96
C -3.85 -1.20 -2.75
N -4.10 -2.14 -3.35
C -4.38 0.43 -1.04
N -5.11 0.86 -0.26
Cl -2.07 -1.80 0.18
C -1.47 -2.61 1.64
Cl 0.26 -2.21 1.79
H -1.58 -3.70 1.53
H -2.00 -2.22 2.51
N 0.79 1.63 -4.42
C 2.07 1.69 -3.75
P 1.69 2.20 -2.01
O 0.61 3.23 -1.93
O 1.47 0.96 -1.15
C 3.17 3.20 -1.35
N 2.50 4.32 -0.65
H -0.30 0.63 -3.53
H 0.87 1.24 -5.36
H 0.38 2.56 -4.50
H 2.79 2.37 -4.21
H 2.51 0.69 -3.72
H 3.76 3.57 -2.18
H 3.81 2.63 -0.68
H 2.90 5.24 -0.84
H 2.45 4.17 0.36
H 1.49 4.24 -1.07
Se -0.50 -3.53 -1.63
N 0.62 -4.13 -2.77
C 1.71 -3.37 -2.80
C 2.85 -3.54 -3.61
C 3.85 -2.61 -3.47
C 3.71 -1.54 -2.56
N 2.66 -1.35 -1.79
C 1.68 -2.25 -1.89
N 0.57 -2.16 -1.14
H 2.91 -4.37 -4.29
H 4.76 -2.68 -4.05
H 4.49 -0.81 -2.45
```

Results
* LUMO energy (alpha / beta): -6.98 / -6.98 eV
* energy above the lowest of the compared OMol25 structures with the same formula, charge and spin: 359.5 kJ/mol
* F_max: 2.3 eV/Å
* multiplicity: 1
* charge: +2
* gap between HOMO and LUMO (alpha / beta): 5.42 / 5.42 eV


[2]
# C22H13F4N5O5Rb

A structure of composition C22H13F4N5O5Rb (wB97M-V/def2-TZVPD, OMol25).

```
50
Properties=species:S:1:pos:R:3
Rb 0.11 -2.18 -0.72
O 2.88 0.19 2.76
C 2.22 -0.68 1.98
O 2.28 -0.68 0.78
C 1.40 -1.62 2.83
O 0.75 -2.53 2.00
C 0.02 -3.52 2.75
C -0.62 -4.59 1.83
O -1.29 -5.42 2.45
O -0.39 -4.47 0.60
H 3.30 0.85 2.19
H 0.70 -1.01 3.42
H 2.07 -2.11 3.54
H -0.76 -3.04 3.34
H 0.70 -4.03 3.44
F -0.29 1.15 0.54
C -0.80 2.22 1.17
C 0.05 2.98 1.89
F 1.34 2.61 1.92
C -0.34 4.14 2.61
C -1.73 4.43 2.48
C -2.59 3.66 1.74
F -3.87 4.04 1.70
C -2.19 2.50 1.03
C -3.07 1.72 0.25
C -2.66 0.52 -0.38
N -2.35 -0.46 -0.91
C -4.43 2.06 0.01
N -5.52 2.31 -0.25
F -2.23 5.49 3.10
C 0.55 4.94 3.35
C 0.15 6.09 4.08
N -0.10 7.03 4.71
C 1.94 4.66 3.45
N 3.08 4.49 3.55
C 2.34 -3.96 -3.86
C 1.48 -2.92 -4.48
C 1.33 -2.64 -5.89
C 0.43 -1.62 -5.96
C 0.07 -1.31 -4.60
C -0.87 -0.26 -4.13
N 0.71 -2.11 -3.73
H 2.90 -4.52 -4.61
H 1.74 -4.66 -3.27
H 3.05 -3.50 -3.17
H 1.83 -3.15 -6.69
H 0.05 -1.12 -6.84
H -1.34 0.25 -4.97
H -0.34 0.47 -3.52
H -1.65 -0.69 -3.49
```

Results
* LUMO energy (alpha / beta): -0.15 / -0.16 eV
* energy above the lowest of the compared OMol25 structures with the same formula, charge and spin: 17.4 kJ/mol
* F_max: 0.2 eV/Å
* multiplicity: 1
* charge: -1
* gap between HOMO and LUMO (alpha / beta): 5.75 / 5.07 eV


[3]
# C19H24N2O4

The molecule C19H24N2O4 in a non-equilibrium geometry (wB97M-V/def2-TZVPD, OMol25).

```
49
Properties=species:S:1:pos:R:3
C -3.69 -2.48 0.94
C -5.02 -2.69 0.23
H -5.71 -3.28 0.83
H -4.86 -3.18 -0.74
O -5.71 -1.46 0.00
C -5.21 -0.62 -0.90
O -4.24 -0.83 -1.58
C -6.01 0.67 -0.94
H -7.06 0.46 -0.72
H -5.91 1.10 -1.94
C -5.45 1.64 0.11
N -4.03 1.83 -0.04
C -3.14 1.23 0.80
O -3.49 0.66 1.81
C -1.71 1.35 0.40
C -0.86 0.34 0.84
C 0.47 0.45 0.48
C 0.96 1.52 -0.29
C 0.10 2.53 -0.70
C -1.23 2.43 -0.35
H -1.90 3.22 -0.64
H 0.47 3.37 -1.27
N 2.31 1.33 -0.48
C 2.58 0.23 0.14
O 1.52 -0.37 0.74
C 3.91 -0.41 0.23
C 4.43 -0.76 -1.17
C 5.82 -1.38 -1.10
C 6.79 -0.43 -0.40
C 6.29 -0.09 1.00
C 4.90 0.54 0.93
H 4.94 1.47 0.36
H 4.54 0.76 1.93
H 6.98 0.60 1.48
H 6.25 -1.00 1.60
H 7.78 -0.89 -0.34
H 6.88 0.48 -0.99
H 6.17 -1.61 -2.10
H 5.77 -2.32 -0.54
H 4.46 0.16 -1.76
H 3.74 -1.45 -1.66
H 3.81 -1.33 0.82
H -1.23 -0.47 1.44
H -3.70 2.10 -0.96
H -5.96 2.60 0.03
H -5.60 1.23 1.11
H -2.97 -2.03 0.27
H -3.31 -3.43 1.29
H -3.83 -1.81 1.79
```

Results
* SMILES: CCOC(=O)CCNC(=O)c1ccc2nc(C3CCCCC3)oc2c1
* LUMO energy: 0.73 eV
* energy above the lowest of the compared OMol25 structures with the same formula, charge and spin: 2.5 kJ/mol
* F_max: 1.3 eV/Å
* multiplicity: 1
* gap between HOMO and LUMO: 9.50 eV


[4]
# C33H48Br6O15S3

A cluster of 9 separate species, C33H48Br6O15S3 in total in a non-equilibrium geometry (wB97M-V/def2-TZVPD, OMol25).

```
105
Properties=species:S:1:pos:R:3
Br 0.36 -3.32 8.46
C -0.31 -3.79 6.63
C -0.39 -2.54 5.75
Br -0.62 -2.91 3.82
H -1.35 -4.09 6.74
H 0.25 -4.67 6.34
H 0.46 -1.86 5.78
H -1.27 -1.92 5.87
Br -3.71 -1.79 1.81
C -5.54 -1.10 1.47
C -5.86 -1.06 -0.07
Br -7.34 0.17 -0.50
H -5.55 -0.04 1.72
H -6.21 -1.70 2.09
H -6.03 -2.07 -0.45
H -4.94 -0.74 -0.57
Br 0.93 -4.65 0.84
C 1.23 -4.92 -1.13
C 0.72 -6.37 -1.47
Br 1.64 -7.11 -3.01
H 2.32 -4.93 -1.14
H 0.73 -4.09 -1.64
H -0.36 -6.44 -1.59
H 0.89 -7.05 -0.64
O 1.47 0.61 -1.61
S 0.64 1.68 -1.00
O -0.12 2.58 -1.77
O -0.36 1.12 0.16
C -1.05 -0.08 -0.14
C -0.28 -1.30 0.39
C 1.85 2.54 0.19
H -1.32 -0.17 -1.19
H -2.06 0.01 0.28
H -0.35 -1.34 1.48
H 0.79 -1.24 0.18
H -0.63 -2.16 -0.18
H 1.96 1.76 0.95
H 1.30 3.38 0.61
H 2.78 2.73 -0.34
O -2.56 6.83 -3.35
S -3.63 6.09 -2.79
O -4.52 6.50 -1.73
O -4.48 5.39 -4.01
C -3.79 4.81 -5.10
C -4.66 4.94 -6.35
C -2.83 4.65 -2.14
H -3.50 3.77 -4.96
H -2.81 5.27 -5.23
H -4.87 6.00 -6.48
H -5.57 4.36 -6.17
H -4.13 4.71 -7.27
H -2.40 5.03 -1.22
H -1.98 4.47 -2.79
H -3.51 3.79 -2.15
O 3.84 -2.13 0.28
S 4.46 -2.24 1.65
O 5.20 -3.41 2.12
O 5.29 -0.81 1.98
C 6.67 -0.79 2.29
C 7.11 0.60 2.85
C 3.03 -1.90 2.76
H 7.29 -0.81 1.39
H 6.97 -1.68 2.85
H 6.63 1.43 2.34
H 8.20 0.65 2.78
H 6.77 0.63 3.89
H 2.48 -2.84 2.83
H 2.37 -1.15 2.32
H 3.45 -1.53 3.69
C -4.74 0.35 -3.34
C -4.87 -0.14 -4.63
C -3.80 0.06 -5.62
O -3.94 -0.13 -6.76
C -2.52 0.44 -5.05
C -2.42 0.84 -3.76
C -3.50 0.85 -2.72
O -3.47 1.17 -1.61
H -5.66 0.33 -2.77
H -5.81 -0.49 -5.05
H -1.72 0.64 -5.74
H -1.44 1.19 -3.45
C -1.24 1.88 6.16
C -0.40 2.29 5.22
C -0.35 1.74 3.88
O 0.54 2.14 3.14
C -1.46 0.87 3.53
C -2.51 0.61 4.43
C -2.38 0.94 5.88
O -3.06 0.44 6.77
H -1.28 2.31 7.15
H 0.40 2.94 5.53
H -1.53 0.31 2.61
H -3.41 0.03 4.26
C 6.55 -2.35 -2.49
C 7.25 -1.40 -1.79
C 6.72 -0.07 -1.37
O 7.41 0.68 -0.70
C 5.35 0.17 -1.88
C 4.62 -0.81 -2.46
C 5.18 -2.14 -2.86
O 4.52 -3.02 -3.37
H 7.04 -3.25 -2.84
H 8.15 -1.73 -1.30
H 4.94 1.14 -1.63
H 3.61 -0.61 -2.79
```

Results
* LUMO energy (alpha / beta): -4.06 / -9.71 eV
* F_max: 6.9 eV/Å
* multiplicity: 2
* charge: +1
* gap between HOMO and LUMO (alpha / beta): 7.93 / 2.28 eV


What did we get for DFT total energy? Answer: -6625.38429; -1919.73330; -1148.95150; -19052.85254 a.u., in the order shown.